Entry from the Open Molecules 2025 dataset: one molecule with the formula C5H2F6 (wB97M-V/def2-TZVPD).

## Properties
* ΔE to the lowest compared entry with this formula, charge and spin: 0.00 kJ/mol
* molecular weight: 176.1 g/mol
* total charge: 0
* HOMO-LUMO gap: 12.080 eV
* energy: -21520.619 eV
* structure (SMILES): FC(F)(F)[C@]1(F)C=CC1(F)F

```
13
Properties=species:S:1:pos:R:3:forces:R:3:lowdin_charge:R:1
F -0.84547 1.06861 -1.36231 -0.037 -0.439 0.233 0.156
C -1.27599 0.75830 -0.12676 -1.420 1.151 -0.881 -0.552
F -2.46332 0.14488 -0.22907 0.287 0.069 0.034 0.171
F -1.50068 1.97301 0.45152 0.192 -0.741 0.328 0.138
C -0.28909 -0.05154 0.67238 2.464 1.459 -1.083 -0.263
F -0.82070 -0.29087 1.86786 0.182 -0.183 0.782 0.140
C 1.17345 0.66182 0.40898 -2.838 -0.065 0.671 0.116
C 1.56506 -0.34018 -0.36844 1.966 -0.257 0.378 0.048
C 0.38069 -1.19278 -0.11056 -0.941 -2.294 -2.335 -0.390
F -0.33269 -1.50921 -1.30235 0.692 0.506 1.107 0.051
F 0.54036 -2.43681 0.43778 0.067 1.364 0.451 0.111
H 1.34399 1.73219 0.56939 0.603 -0.695 0.116 0.131
H 2.52440 -0.51742 -0.90842 -1.218 0.125 0.199 0.143
```
Positions in Å, forces in eV/Å.

***

Entry from the Open Molecules 2025 dataset: C5H2HgO5 as an isolated structure (wB97M-V/def2-TZVPD).

## Properties
* molecular weight: 342.7 g/mol
* total charge: +2
* HOMO-LUMO gap: 6.888 eV
* energy: -19604.608 eV

```
13
Properties=species:S:1:pos:R:3:forces:R:3:lowdin_charge:R:1
Hg -0.06790 -1.11863 -0.79541 0.100 1.490 1.197 1.132
C 0.08077 1.85509 1.41908 0.118 2.275 1.789 -0.051
O 0.12719 2.76596 2.10137 -0.107 -2.099 -1.590 0.129
C -0.00783 1.76349 -1.62602 -0.036 1.245 -2.583 -0.015
O -0.00726 2.56843 -2.43208 0.011 -1.934 2.362 0.153
C -2.36030 0.31602 0.27703 -2.620 -0.343 -0.379 -0.010
O -3.47656 0.50796 0.38336 2.971 -0.257 -0.085 0.164
C 2.36525 0.17705 0.14323 2.463 -0.492 -0.508 -0.010
O 3.49361 0.30593 0.19129 -2.876 -0.081 0.071 0.165
H -0.08796 -3.31234 -2.15560 0.004 -0.062 0.649 0.088
H -0.09129 -2.86899 -2.76773 0.000 0.584 -0.202 0.099
O 0.02263 -1.73400 3.13948 -0.023 1.571 -2.504 0.162
C 0.00965 -1.22600 2.12199 -0.005 -1.898 1.783 -0.008
```
Positions in Å, forces in eV/Å.

***

Entry from the Open Molecules 2025 dataset: one molecule with the formula C5H2N2 (wB97M-V/def2-TZVPD).

## Properties
* ΔE to the lowest compared entry with this formula, charge and spin: 137.38 kJ/mol
* molecular weight: 90.1 g/mol
* total charge: 0
* HOMO-LUMO gap: 9.294 eV
* energy: -8192.710 eV
* structure (SMILES): C=C=C(C#N)C#N

```
9
Properties=species:S:1:pos:R:3:forces:R:3:lowdin_charge:R:1
C -0.50105 1.94566 -0.64684 4.878 -5.768 4.086 0.071
C -0.09950 0.65292 -0.02323 -0.302 1.143 -1.466 0.132
C 0.29583 -0.70802 0.36426 -2.192 6.698 -1.254 -0.266
C 0.71716 -1.52073 -0.67255 0.706 -0.841 -2.329 -0.230
N 0.97856 -2.02686 -1.67539 0.080 -0.139 0.557 0.184
C 0.01048 -1.23664 1.62487 -0.595 -0.810 2.324 -0.215
N -0.25714 -1.72135 2.64303 0.354 0.561 -1.048 0.179
H 0.33499 2.78056 -0.55802 -2.444 -1.690 -0.493 0.110
H -1.47932 1.83446 -1.05614 -0.486 0.845 -0.378 0.035
```
Positions in Å, forces in eV/Å.

***

- What is the formula in the second record?
  C5H2HgO5